Entry 1:
Here is 2 unconnected molecules or ions with the total composition CH3O3Si at a distorted geometry from OMol25. Energies are from ωB97M-V/def2-TZVPD.

## Properties
LUMO energy, Ha: 0.15126
Charge: -1
Relative energy (zero: lowest compared OMol25 entry of this formula, charge and spin), kcal/mol: 43.0

```
8
CH3O3Si ωB97M-V/def2-TZVPD
C -0.5127 0.8400 -0.4970
O -1.6827 0.3412 -0.0087
O -0.5769 1.9152 -1.0660
O 2.0826 -0.7501 -1.0053
Si 1.0179 -0.3084 -0.0123
H -1.5088 -0.3930 0.4895
H -0.0624 -1.9539 0.7691
H 1.2431 0.3089 1.3307
```


Entry 2:
Here is a molecular structure, C38H30N2O11PSW at a distorted geometry from OMol25. Energies are from ωB97M-V/def2-TZVPD.

## Properties
LUMO energy (spin up / spin down), Ha: 0.08116 / 0.08116
Charge: -1
Relative energy (zero: lowest compared OMol25 entry of this formula, charge and spin), kcal/mol: 0.0

```
84
C38H30N2O11PSW ωB97M-V/def2-TZVPD
W 0.0298 -0.8447 -0.0514
O -0.3379 -0.6408 6.0820
C -0.2472 -0.5382 4.7293
C -1.3455 -0.2130 3.9346
C -1.1494 -0.1452 2.5741
N 0.0191 -0.4582 2.0186
C 1.0949 -0.6860 2.7743
C 1.0032 -0.7328 4.1462
C 2.3200 -0.7831 1.9120
O 3.4407 -0.9048 2.3633
O 2.0055 -0.6042 0.6626
C -2.1412 0.3435 1.5467
O -3.2103 0.8046 1.8883
O -1.6681 0.2904 0.3326
H -1.2475 -0.4736 6.3500
H -2.3200 0.0270 4.3414
H 1.8827 -0.9192 4.7458
O 0.2587 -0.5322 -3.7715
S -0.2213 0.9295 -3.7979
O 1.2154 -0.9895 -1.7141
O -0.9992 1.2488 -2.5749
C 1.3558 1.7788 -3.4640
C 2.1643 1.9368 -4.5807
C 3.3718 2.6068 -4.4962
C 3.7612 3.1270 -3.2737
C 2.9603 2.9594 -2.1548
C 1.7402 2.2763 -2.2108
P 0.8081 1.9726 -0.6359
C -0.5539 3.1926 -0.6375
C -1.3390 3.2789 0.5067
C -2.4011 4.1675 0.5732
C -2.6787 4.9937 -0.5050
C -1.8899 4.9252 -1.6459
C -0.8357 4.0273 -1.7126
C 1.9428 2.7743 0.5847
C 1.7251 4.0374 1.1361
C 2.6090 4.5655 2.0681
C 3.7256 3.8432 2.4625
C 3.9634 2.5929 1.9095
C 3.0839 2.0674 0.9754
H 1.8259 1.5263 -5.5259
H 3.9961 2.7266 -5.3728
H 4.6975 3.6634 -3.1821
H 3.3041 3.3664 -1.2152
H -1.1178 2.6490 1.3582
H -3.0193 4.1964 1.4611
H -3.5120 5.6840 -0.4608
H -2.1046 5.5655 -2.4927
H -0.2381 3.9635 -2.6132
H 0.8590 4.6133 0.8405
H 2.4212 5.5463 2.4880
H 4.4080 4.2535 3.1968
H 4.8272 2.0135 2.2092
H 3.2848 1.0981 0.5404
O -3.7000 -3.4944 1.4350
C -4.0385 -3.6443 0.1396
C -5.1828 -4.3877 -0.1446
C -5.5888 -4.5687 -1.4522
C -4.8660 -4.0103 -2.5043
C -3.7331 -3.2739 -2.2258
C -3.3006 -3.0854 -0.9138
C -2.0818 -2.2935 -0.6782
O -1.4589 -1.7228 -1.5913
O -1.6236 -2.1566 0.5179
H -2.8764 -2.9670 1.4685
H -5.7366 -4.8117 0.6826
H -6.4797 -5.1503 -1.6551
H -5.1884 -4.1498 -3.5273
H -3.1457 -2.8197 -3.0134
C -0.1951 -4.0295 2.0657
C 0.6185 -3.9764 0.8066
C 1.3329 -5.0168 0.2504
C 2.0121 -4.5078 -0.8860
C 1.6820 -3.1781 -0.9538
C 2.1769 -2.0622 -1.7960
N 0.8260 -2.8393 0.0642
H 0.2693 -4.7243 2.7676
H -1.2167 -4.3722 1.8901
H -0.2514 -3.0545 2.5501
H 1.3737 -6.0229 0.6410
H 2.6807 -5.0385 -1.5466
H 2.2946 -2.3294 -2.8480
H 3.1210 -1.6656 -1.4156
H 0.7488 -0.8140 -2.7498
```


Entry 3:
Here is a molecular structure, C5H13ClF6FeN3O4Sb from OMol25. Energies are from ωB97M-V/def2-TZVPD.

## Properties
LUMO energy (spin up / spin down), Ha: -0.13055 / -0.29838
Charge: +1
Expectation value of S²: 8.79
Relative energy (zero: lowest compared OMol25 entry of this formula, charge and spin), kcal/mol: 35.3
Multiplicity: 6

```
34
C5H13ClF6FeN3O4Sb ωB97M-V/def2-TZVPD
Fe -2.1128 -0.1069 0.8685
O -2.0901 -3.5436 2.7104
Cl -2.1054 -2.3245 2.0220
O -3.4245 -1.8384 1.6503
O -1.4946 -1.2130 2.7770
O -1.3448 -2.3533 0.7555
F -4.1623 0.6960 0.5412
Sb -3.5408 2.2562 -0.3898
F -4.6906 2.0730 -1.8162
F -2.3590 0.8231 -1.0764
F -2.3599 3.4586 -1.1702
F -2.2119 2.0405 1.0510
F -4.5546 3.4342 0.5950
C 1.4807 -1.2984 1.8801
N 1.6406 -1.0316 0.4659
C 2.4473 -1.9783 -0.2798
C 1.0540 0.0622 -0.1469
N -0.0742 0.4952 0.3786
N 1.6363 0.5612 -1.2465
C 3.0906 0.7174 -1.3531
C 0.8518 1.3981 -2.1591
H 2.4673 -1.5079 2.2986
H 0.8665 -2.1946 1.9867
H 1.0144 -0.4647 2.3873
H 2.0989 -2.9768 -0.0069
H 3.4955 -1.8961 0.0167
H 2.3400 -1.8143 -1.3459
H -0.3274 1.3927 -0.0398
H 3.5930 0.3057 -0.4819
H 3.3274 1.7805 -1.4041
H 3.4695 0.2332 -2.2525
H -0.1879 1.0798 -2.1673
H 1.2581 1.2799 -3.1617
H 0.9089 2.4550 -1.8866
```


Entry 4:
Here is a molecular structure, C30H28N4O5W from OMol25. Energies are from ωB97M-V/def2-TZVPD.

## Properties
LUMO energy, Ha: -0.31119
Charge: +2
Relative energy (zero: lowest compared OMol25 entry of this formula, charge and spin), kcal/mol: 0.0

```
68
C30H28N4O5W ωB97M-V/def2-TZVPD
W 0.2275 -0.6953 2.7810
N -1.0932 -2.3367 2.0279
C -0.4432 -3.6568 2.1730
C 0.2939 -3.6193 3.4888
O 0.6921 -4.5639 4.0935
N 0.5026 -2.2804 3.9252
C 1.2424 -2.1781 5.1732
C 1.3112 -0.7187 5.5167
O 1.7068 -0.1716 6.4701
O 0.8455 0.0195 4.3903
H -1.9520 -2.3264 2.5711
H -1.3468 -2.1185 1.0670
H 0.2784 -3.7917 1.3661
H -1.1522 -4.4816 2.1560
H 2.2676 -2.5447 5.0649
H 0.7726 -2.7625 5.9633
C 2.5667 2.9931 2.0526
C 1.5818 3.9747 2.0656
C 0.2506 3.6069 2.1746
C -0.0805 2.2645 2.2540
N 0.8910 1.3259 2.2697
C 2.1823 1.6770 2.1735
C -1.4461 1.7395 2.4080
C -2.5675 2.5432 2.2562
C -3.8352 2.0339 2.4875
C -3.9915 0.7174 2.8890
C -2.8820 -0.1087 2.9973
C -1.5986 0.3701 2.7318
H 3.6145 3.2433 1.9749
H 1.8543 5.0198 2.0059
H -0.5243 4.3576 2.2074
H 2.9101 0.8763 2.2019
H -2.4628 3.5808 1.9696
H -4.7004 2.6721 2.3715
H -4.9770 0.3316 3.1118
H -3.0634 -1.1202 3.3426
C -1.9225 -0.4049 -6.5894
C -1.4599 0.4722 -5.4605
C -1.5886 1.8537 -5.5527
C -1.1732 2.6907 -4.5290
C -0.6075 2.1447 -3.3918
C -0.4752 0.7670 -3.2935
N 0.1076 0.2373 -2.0875
C 1.3486 -0.2521 -2.0018
C 2.2081 -0.2468 -3.1323
C 3.4706 -0.7504 -3.0479
C 3.9929 -1.3001 -1.8451
C 3.2118 -1.3136 -0.7419
C 1.8754 -0.7928 -0.7777
C 1.1142 -0.8220 0.3849
O -0.0883 -0.4352 0.5701
O 1.6309 -1.2787 1.5509
C -0.9002 -0.0944 -4.3052
C -0.7710 -1.5886 -4.1989
H -2.2719 0.1935 -7.4276
H -2.7435 -1.0540 -6.2779
H -1.1192 -1.0515 -6.9471
H -2.0234 2.2812 -6.4473
H -1.2814 3.7624 -4.6246
H -0.2544 2.7740 -2.5844
H -0.4488 0.2621 -1.2469
H 1.8426 0.1731 -4.0580
H 4.1001 -0.7267 -3.9284
H 4.9976 -1.6953 -1.8228
H 3.5762 -1.7230 0.1899
H -0.4774 -1.9097 -3.2013
H -0.0287 -1.9713 -4.9034
H -1.7163 -2.0726 -4.4446
```


Entry 5:
Here is 2 unconnected molecules or ions with the total composition C2HCl3OS from OMol25. Energies are from ωB97M-V/def2-TZVPD.

## Properties
LUMO energy (spin up / spin down), Ha: -0.04793 / -0.07686
Relative energy (zero: lowest compared OMol25 entry of this formula, charge and spin), kcal/mol: 107.7

```
8
C2HCl3OS ωB97M-V/def2-TZVPD
C 0.9784 0.4370 -0.1485
C -2.8212 0.3477 -0.0464
O 2.1649 2.7051 0.1788
S 0.9068 1.9703 0.2539
Cl -2.3704 0.5076 1.5996
Cl -4.3064 -0.4382 -0.3465
Cl -2.4625 1.7018 -1.0393
H 0.1484 -0.2393 -0.1641
```


Entry 6:
Here is a molecular structure, C7H17ClI2N2OPSSc at a distorted geometry from OMol25. Energies are from ωB97M-V/def2-TZVPD.

## Properties
LUMO energy (spin up / spin down), Ha: -0.40084 / -0.39149
Charge: +2
Relative energy (zero: lowest compared OMol25 entry of this formula, charge and spin), kcal/mol: 0.0

```
33
C7H17ClI2N2OPSSc ωB97M-V/def2-TZVPD
I -0.7423 1.3014 -2.4119
I 2.9515 -0.7920 -0.5407
Sc 0.0783 -0.3262 -0.1021
P 0.8612 -1.4512 -2.8580
C 1.9800 -0.3777 -3.8498
C 1.7717 -3.0428 -3.0053
H -1.2424 -2.3465 -3.6533
H -0.0003 -2.3416 -4.9525
H -0.8526 -0.8179 -4.4837
C -0.4363 -1.7661 -4.1220
H 1.2358 -3.8028 -2.4216
H 1.8008 -3.3425 -4.0634
H 2.2121 -0.8928 -4.7904
H 2.9028 -0.1837 -3.2925
H 2.7865 -2.9427 -2.6029
H 1.4911 0.5801 -4.0544
C 1.6527 1.6426 -0.9998
O 2.3249 2.4867 -1.3952
Cl -1.2465 -2.0294 0.6826
C -0.5962 0.8295 5.1323
N -0.6092 0.4664 3.7020
C -0.7637 1.4030 2.7340
S 0.4004 1.5408 1.4290
N -1.7660 2.2742 2.7853
C -2.9491 2.1510 3.6462
H -0.9637 1.8489 5.2897
H 0.4270 0.7650 5.5240
H -1.2207 0.1182 5.6840
H 0.0822 -0.2446 3.4563
H -1.8176 2.9034 1.9770
H -2.9305 2.9424 4.4048
H -3.8449 2.2780 3.0312
H -2.9772 1.1687 4.1214
```


| no. | calculated total energy (a.u.) |
| --- | --- |
| 1 | -555.1554 |
| 2 | -3210.1131 |
| 3 | -3226.4552 |
| 4 | -1821.9090 |
| 5 | -1930.6132 |
| 6 | -3017.0168 |